# 1
# C5H2OS

A structure of composition C5H2OS at a distorted geometry (ωB97M-V with the def2-TZVPD basis set, the OMol25 dataset).

The calculation puts the HOMO energy (spin up / spin down) at -0.34427 / -0.34438 Ha. The calculation puts the HOMO-LUMO gap (spin up / spin down) at 8.14 / 8.14 eV. Its energy relative to the best compared isomer or geometry (same formula, charge and spin) is 7.598 eV. The max |F| is 2.9 eV/Å. For the total energy, the calculation gives -18089.40916 eV.

Each line ends with the Löwdin charge.
Element x y z (Å)
1 C 0.458759 -0.591504 -0.521280  -0.252
2 C 0.245253 1.322665 0.053657  0.200
3 C 1.538199 -1.255632 -0.191330  0.075
4 C 1.220536 0.498828 0.284626  -0.304
5 C -0.814901 -0.065444 -0.666527  -0.457
6 O 2.281768 -0.293013 0.517295  0.059
7 S -2.132472 -0.121723 0.553478  0.802
8 H -1.345578 0.159069 -1.533275  0.057
9 H -1.451563 0.346751 1.503359  -0.181

Forces on atoms 1 to 3 (eV/Å):
C -2.2 -0.1 -1.3
C -0.5 -1.2 -1.1
C 0.2 -1.6 0.0

# 2
# C5H30N2O10

A cluster of 10 separate species, C5H30N2O10 in total at a distorted geometry (ωB97M-V with the def2-TZVPD basis set, the OMol25 dataset).

The calculation puts the HOMO energy at -0.33565 Ha. The calculation puts the HOMO-LUMO gap at 9.27 eV. Its SMILES is CCCNCC(N)=O.O.O.O.O.O.O.O.O.O. Its energy relative to the best compared isomer or geometry (same formula, charge and spin) is 4.765 eV. The max |F| is 6.7 eV/Å. For the total energy, the calculation gives -29124.50874 eV.

Each line ends with the Löwdin charge.
Element x y z (Å)
1 C -0.283435 2.096052 0.076344  -0.204
2 C -0.566822 2.545472 1.603826  -0.065
3 C 0.304117 0.691298 -0.007707  -0.236
4 N -0.906960 -0.111232 0.097201  -0.003
5 C -0.447883 -1.591064 -0.044163  -0.092
6 C -0.433011 -2.113590 -1.462512  -0.425
7 N 0.828276 -2.703429 -1.722731  0.151
8 O -1.367860 -2.427982 -2.256031  -0.008
9 H 0.326659 2.797005 -0.443843  0.086
10 H -1.242915 2.261160 -0.351037  0.077
11 H 0.428588 2.609931 2.110034  0.023
12 H -1.188137 3.417131 1.702415  0.062
13 H -1.148370 1.636746 2.025372  0.059
14 H 1.013110 0.589431 0.762829  0.069
15 H 0.784531 0.518106 -0.927954  0.071
16 H -1.440297 0.023447 0.885807  0.053
17 H -1.177221 -2.234050 0.466347  0.118
18 H 0.495981 -1.764241 0.513549  0.082
19 H 1.593602 -2.460780 -1.164719  0.037
20 H 0.988068 -3.275886 -2.521737  0.098
21 H 0.081501 2.105360 -3.778314  0.022
22 H 0.434530 1.187192 -2.490073  0.033
23 O 0.754412 1.676290 -3.293915  -0.039
24 H 0.815613 -1.005967 -4.357909  0.064
25 H 2.139715 -0.452853 -4.202599  0.024
26 O 1.753152 -1.317271 -4.435086  -0.076
27 H 1.039328 1.792544 3.830816  -0.061
28 H -0.300454 0.937823 3.531504  0.061
29 O 0.607006 1.045170 4.073367  -0.075
30 H 1.681092 -0.733155 2.726085  -0.051
31 H 1.836552 -2.011662 1.851938  0.048
32 O 1.941806 -1.069098 1.957893  0.008
33 H -3.748489 -2.078047 -1.184000  0.062
34 H -3.274963 -3.456962 -0.770153  0.024
35 O -3.591329 -2.642913 -0.361253  -0.099
36 H -3.661990 0.757230 -0.756940  0.033
37 H -2.350569 0.257155 -1.533455  -0.024
38 O -3.210364 0.640487 -1.592637  -0.057
39 H 2.515331 2.179384 1.204954  0.047
40 H 3.018931 2.845780 2.352621  0.044
41 O 2.199868 2.619357 1.972870  -0.015
42 H 2.930803 -0.892883 -2.732265  -0.069
43 H 3.384096 -1.523008 -1.321004  0.078
44 O 2.933466 -0.826483 -1.849162  -0.015
45 H -1.630131 -0.574481 4.339206  0.038
46 H -2.913333 0.044524 3.820302  0.084
47 O -1.945602 -0.007036 3.655917  -0.047

Forces on atoms 1 to 3 (eV/Å):
C 0.2 1.7 2.1
C 0.9 -2.9 -0.8
C -3.5 2.3 0.5

# 3
# C5H30N2O8S

A cluster of 9 separate species, C5H30N2O8S in total at a distorted geometry (ωB97M-V with the def2-TZVPD basis set, the OMol25 dataset).

The calculation puts the HOMO energy at -0.29484 Ha. The calculation puts the HOMO-LUMO gap at 8.39 eV. Its SMILES is CCN[C@@H](CN)CS.O.O.O.O.O.O.O.O. Its energy relative to the best compared isomer or geometry (same formula, charge and spin) is 4.339 eV. The max |F| is 6.9 eV/Å. For the total energy, the calculation gives -35864.64950 eV.

Each line ends with the Löwdin charge.
Element x y z (Å)
1 C -1.512392 -1.740259 -0.988082  -0.306
2 N -0.408715 -1.038907 -0.387131  -0.048
3 C 0.102531 0.335301 -0.864026  -0.274
4 C 1.379619 -0.075949 -1.796209  -0.446
5 S 1.906541 1.498524 -2.705990  0.656
6 C 0.624876 1.301013 0.372037  -0.234
7 N 0.774760 2.657536 -0.117037  -0.048
8 C -1.834974 -2.908157 -0.035515  -0.092
9 H -2.472331 -1.136594 -1.048693  0.091
10 H -1.452103 -2.064674 -2.029211  0.105
11 H 0.352254 -1.770319 -0.173609  0.087
12 H -0.552038 0.945613 -1.491901  0.110
13 H 2.118938 -0.619416 -1.287419  0.033
14 H 0.985008 -0.649933 -2.618902  0.045
15 H 1.965078 2.311303 -1.640867  -0.185
16 H -0.108526 1.106529 1.056364  0.032
17 H 1.513300 0.695133 0.501979  0.073
18 H 0.949220 3.229653 0.745120  0.099
19 H -0.161817 3.051090 -0.537590  0.099
20 H -0.930779 -3.624206 -0.054905  0.080
21 H -2.734137 -3.396139 -0.305534  0.045
22 H -2.005772 -2.586047 1.034536  0.080
23 H 0.488289 -1.141933 3.685295  -0.072
24 H 1.879884 -0.843294 4.194681  0.093
25 O 1.319213 -1.403697 3.633853  0.011
26 H -2.597677 4.193027 -0.454036  0.088
27 H -2.795563 2.834363 -1.021426  0.069
28 O -2.217104 3.288665 -0.351742  -0.076
29 H -0.744506 0.179388 2.003252  -0.006
30 H -1.824068 -0.467510 3.015709  0.075
31 O -0.945988 -0.048334 2.918574  -0.053
32 H -4.156628 0.519817 -0.700877  -0.036
33 H -3.810421 -0.050367 -1.939347  -0.005
34 O -4.073082 0.754389 -1.573166  0.005
35 H 1.726856 -4.536865 -1.607879  0.049
36 H 1.298801 -3.236894 -0.607065  -0.038
37 O 1.153326 -4.078880 -0.990013  -0.045
38 H -2.562710 0.915918 1.791719  0.023
39 H -2.761236 1.754368 0.614374  -0.068
40 O -3.180784 1.102979 1.071549  -0.006
41 H 4.161655 1.722332 1.243568  0.033
42 H 3.317321 0.498193 1.079604  -0.011
43 O 3.408595 1.271170 1.587992  -0.021
44 H 2.820414 -2.809129 1.382169  0.077
45 H 1.669585 -1.899821 2.021514  0.005
46 O 2.135673 -2.124049 1.183600  -0.090

Forces on atoms 1 to 3 (eV/Å):
C -2.3 0.5 0.8
N 1.2 1.0 0.6
C 2.6 -2.0 -0.2

# 4
# C5H30O10S2

A cluster of 10 separate species, C5H30O10S2 in total at a distorted geometry (ωB97M-V with the def2-TZVPD basis set, the OMol25 dataset).

The calculation puts the HOMO energy at -0.30183 Ha. The calculation puts the HOMO-LUMO gap at 8.44 eV. Its SMILES is CCSSCCCO.O.O.O.O.O.O.O.O.O. Its energy relative to the best compared isomer or geometry (same formula, charge and spin) is 0.000 eV. The max |F| is 2.3 eV/Å. For the total energy, the calculation gives -47817.69760 eV.

Each line ends with the Löwdin charge.
Element x y z (Å)
1 C -1.288226 0.698886 0.153178  -0.217
2 C -2.016911 1.147436 1.400015  -0.241
3 O -1.285332 2.139654 2.145126  -0.108
4 C 0.158862 0.283721 0.343303  -0.477
5 S 0.456569 -1.079755 1.544418  0.519
6 S 2.479811 -1.532002 1.699854  0.494
7 C 3.179263 -1.570260 -0.030021  -0.523
8 C 2.351063 -2.386844 -0.988621  -0.194
9 H -1.784644 -0.170751 -0.246652  0.061
10 H -1.278291 1.529157 -0.562588  0.117
11 H -2.898963 1.804391 1.229056  0.130
12 H -2.441675 0.365219 2.018900  0.101
13 H -0.453791 1.789216 2.498249  0.052
14 H 0.476908 -0.080137 -0.634536  0.046
15 H 0.872497 1.080596 0.570534  0.069
16 H 4.113896 -2.083412 0.204530  0.064
17 H 3.127700 -0.522907 -0.332510  0.064
18 H 1.631538 -1.810630 -1.575118  0.046
19 H 1.945723 -3.314174 -0.601166  0.059
20 H 2.928493 -2.761799 -1.849232  0.081
21 H -3.870895 -0.399737 -2.048331  0.072
22 H -3.028408 -1.326176 -1.141095  0.027
23 O -3.065702 -0.923912 -2.028173  -0.047
24 H -1.188708 3.739924 -2.836399  0.069
25 H -1.107341 2.184521 -3.237277  0.009
26 O -0.602501 2.960382 -2.906684  -0.080
27 H -0.447446 3.636167 0.886311  0.035
28 H 0.173663 4.979031 0.652529  0.050
29 O 0.369245 4.047883 0.538511  -0.049
30 H -2.220328 -0.016391 -3.216720  -0.003
31 H -0.791798 0.139785 -3.699353  0.028
32 O -1.670868 0.549161 -3.791134  -0.072
33 H 1.292232 0.570916 -3.967306  0.043
34 H 1.091561 0.985876 -2.429473  0.001
35 O 1.317642 0.262544 -3.062563  -0.070
36 H 1.036460 2.910286 -2.036088  0.024
37 H 1.385564 2.818916 -0.562249  -0.001
38 O 1.593939 2.402912 -1.404602  -0.088
39 H -0.181190 -3.279833 0.638146  -0.009
40 H -0.606570 -2.961754 -0.781704  0.047
41 O -0.727447 -3.632348 -0.096532  -0.086
42 H -0.799354 0.939080 4.590191  0.042
43 H 0.191336 -0.247083 4.543402  0.052
44 O -0.105771 0.546668 4.070184  -0.093
45 H -2.560040 -2.157344 1.716941  0.044
46 H -2.214573 -2.931174 0.469374  0.003
47 O -2.837285 -2.232572 0.787068  -0.092

Forces on atoms 1 to 3 (eV/Å):
C 0.0 0.1 0.8
C -0.8 2.1 0.5
O 0.5 -0.1 0.0